No. 1
The following is a DFT calculation (ωB97M-V with the def2-TZVPD basis set) of a 2-piece molecular cluster, Cl2NO overall at a distorted geometry.

Geometry as XYZ:
```
4
Properties=species:S:1:pos:R:3:forces:R:3:nbo_charge:R:1
N -0.91545 -0.58296 -0.29570 3.72 -0.44 1.34 0.27
O 0.10255 -0.54684 0.25705 -3.32 -0.14 -1.42 -0.07
Cl 2.86789 0.20430 -0.03417 0.03 0.01 -0.09 -0.95
Cl -2.05499 0.92550 0.07282 -0.43 0.56 0.17 -0.25
```
Forces are in eV/Å.

Its spin multiplicity is 1. Its net charge is -1. Its relative energy (zero: lowest compared OMol25 entry of this formula, charge and spin) is 0.25 kcal/mol. As for the orbital gap: 6.34 eV.

No. 2
The following is a DFT calculation (ωB97M-V with the def2-TZVPD basis set) of a 2-piece molecular cluster, Cl2NO2S overall at a distorted geometry.

Geometry as XYZ:
```
6
Properties=species:S:1:pos:R:3:forces:R:3:nbo_charge:R:1
N -1.49167 -0.56164 -0.39226 1.61 0.89 -1.19 -0.74
O 1.94775 -0.45296 1.10821 -0.73 0.87 -1.39 -0.90
O 1.46995 0.77643 -1.06598 0.05 -0.82 1.69 -0.88
S 1.09145 0.44000 0.31055 0.15 -0.28 -0.39 1.63
Cl -1.89117 1.18976 -0.66550 -0.24 -0.41 0.25 -0.11
Cl -2.52459 -1.23012 0.75346 -0.84 -0.26 1.02 -0.01
```
Forces are in eV/Å.

Its spin multiplicity is 1. Its net charge is -1. Its relative energy (zero: lowest compared OMol25 entry of this formula, charge and spin) is 10.44 kcal/mol. As for the orbital gap (spin up / spin down): 6.51 / 6.51 eV.

No. 3
The following is a DFT calculation (ωB97M-V with the def2-TZVPD basis set) of a 2-piece molecular cluster, Cl2NO3P overall at a distorted geometry.

Geometry as XYZ:
```
7
Properties=species:S:1:pos:R:3:forces:R:3:nbo_charge:R:1
N 1.97705 0.62232 -0.61002 -3.04 -1.32 0.90 0.52
O 1.81197 1.18985 -1.61403 1.03 1.06 -1.31 -0.25
O 2.76679 0.33095 0.19386 1.92 0.23 0.42 -0.25
O -2.51355 0.00464 -0.63150 -0.12 0.27 -0.74 -0.93
P -1.31619 -0.43830 0.08198 -0.44 -0.15 1.09 1.43
Cl -1.59229 -2.35250 0.75361 0.36 0.13 -0.07 -0.25
Cl -1.13377 0.64304 1.82609 0.30 -0.22 -0.29 -0.26
```
Forces are in eV/Å.

Its spin multiplicity is 1. Its net charge is 0. Its relative energy (zero: lowest compared OMol25 entry of this formula, charge and spin) is 53.27 kcal/mol. As for the orbital gap (spin up / spin down): 9.15 / 6.80 eV.